[1]
14
Properties=species:S:1:pos:R:3 method="wB97M-V/def2-TZVPD" total_energy_ha=-307.63446 homo_lumo_gap_ha=0.33859 homo_energy_ev=-8.38 smiles="CO/C(C)=C/O" relative_energy_kcal_mol=48.93
C 1.2015 -1.0931 -1.2913
O -0.0824 -1.1291 -0.6831
C -0.3512 -0.1103 0.1957
C -1.8024 0.2399 0.3551
C 0.6234 0.4656 0.9026
O 0.4360 1.6064 1.6586
H 1.3108 -2.0203 -1.8535
H 2.0312 -1.0406 -0.5793
H 1.2810 -0.2294 -1.9670
H -2.3784 -0.6662 0.5760
H -2.2547 0.7154 -0.5226
H -1.9020 0.9125 1.2102
H 1.6153 0.0287 0.9661
H 0.2721 2.3205 1.0328



[2]
14
Properties=species:S:1:pos:R:3 method="wB97M-V/def2-TZVPD" total_energy_ha=-307.58323 homo_lumo_gap_ha=0.30882 homo_energy_ev=-9.02 relative_energy_kcal_mol=81.08
C 1.4343 -1.4863 -0.1953
C 0.3659 1.2306 1.0066
O 1.1910 2.0471 0.4500
C -0.7739 1.0011 -0.0840
O -0.7169 1.6534 -1.1112
C -1.8451 0.0052 0.2298
H 0.8786 -2.4180 -0.0623
H 2.5020 -1.7029 -0.2704
H 1.1035 -0.9928 -1.1147
H 1.2668 -0.8381 0.6711
H 0.8601 2.2848 -0.4684
H -1.4326 -1.0028 0.0821
H -2.7130 0.1398 -0.4203
H -2.1207 0.0790 1.2871



[3]
14
Properties=species:S:1:pos:R:3 method="wB97M-V/def2-TZVPD" total_energy_ha=-307.64106 homo_lumo_gap_ha=0.38989 homo_energy_ev=-9.54 smiles="CCOCC=O" relative_energy_kcal_mol=44.79
C -1.7402 -0.6874 -0.3946
C -0.5261 0.1171 -0.8684
O 0.0188 1.0596 0.0764
C 1.4342 0.9275 0.2909
C 1.3303 -0.1591 1.3153
O 1.4340 -1.3321 1.0483
H -2.5525 -0.0610 -0.0102
H -1.4820 -1.4462 0.3524
H -2.1382 -1.2271 -1.2668
H 0.2468 -0.5987 -1.1706
H -0.8132 0.7178 -1.7362
H 1.8791 1.8497 0.6931
H 1.9932 0.6299 -0.6062
H 0.9160 0.2101 2.2764



[4]
14
Properties=species:S:1:pos:R:3 method="wB97M-V/def2-TZVPD" total_energy_ha=-307.57969 homo_lumo_gap_ha=0.31344 homo_energy_ev=-7.82 smiles=C[C@H]1[C@@H](O)[C@H]1O relative_energy_kcal_mol=83.29
C -0.7556 -1.2288 0.4562
C -0.6523 0.2602 0.5008
C 0.6150 0.9850 0.3111
O 1.7773 0.2016 0.1734
C -0.1194 1.0722 -0.9834
O 0.3475 0.2495 -1.9842
H -1.7967 -1.5723 0.5068
H -0.3318 -1.6169 -0.4783
H -0.2257 -1.6945 1.2965
H -1.4034 0.7884 1.1080
H 0.7828 1.9031 0.8650
H 1.7227 -0.5265 0.8060
H -1.1645 1.2580 -0.8953
H 1.1875 -0.1105 -1.6373